Entry 1:
ORCA calculation (ωB97M-V/def2-TZVPD) on C35H44Br2F4N4OPPdSi as an isolated structure.

Each line ends with the Löwdin charge.
Element x y z (Å)
1 Pd 0.238 -1.604 -0.662  -0.042
2 Br -0.799 -3.957 0.026  0.854
3 Br -2.114 0.282 0.039  0.524
4 P 2.259 -2.760 0.074  1.023
5 Si -3.022 2.216 -0.739  0.470
6 F 0.895 -7.812 2.973  0.130
7 F -1.003 -6.433 1.688  0.076
8 F 3.472 -7.060 2.799  0.123
9 F 4.166 -4.922 1.408  0.108
10 O 0.086 -1.059 4.654  0.017
11 N 0.382 -0.258 -3.597  -0.095
12 N 1.607 0.585 0.632  0.160
13 N 0.629 -0.552 2.451  0.145
14 N 1.782 1.366 2.834  -0.106
15 C 3.617 -2.681 -3.784  -0.081
16 C 2.805 -4.639 -1.996  -0.083
17 C 2.874 -3.315 -1.570  -0.351
18 C -1.795 2.368 -3.348  -0.109
19 C -5.400 3.637 0.031  -0.098
20 C 3.621 -1.846 2.274  -0.110
21 C 0.592 -4.849 0.936  -0.565
22 C -4.659 1.875 1.625  -0.127
23 C 1.338 0.456 1.924  -0.471
24 C -5.681 1.201 -0.501  -0.115
25 C 2.525 2.564 2.531  -0.044
26 C 1.311 0.972 4.139  -0.064
27 C -4.179 3.061 -3.209  -0.099
28 C 1.912 -4.398 0.869  -0.308
29 C -4.746 2.245 0.133  -0.628
30 C -1.851 3.609 -0.136  -0.625
31 C 1.219 -6.722 2.289  -0.152
32 C 0.331 -0.741 -2.535  -0.448
33 C 3.132 -4.981 -3.305  -0.092
34 C 4.661 -1.270 2.988  -0.086
35 C 0.256 -5.996 1.630  -0.268
36 C 6.050 -1.376 1.033  -0.091
37 C -0.396 3.253 -0.484  -0.116
38 C -1.902 3.775 1.390  -0.111
39 C -3.132 2.083 -2.644  -0.616
40 C 0.587 -0.348 3.802  -0.510
41 C 3.542 -4.005 -4.198  -0.099
42 C 5.881 -1.026 2.366  -0.104
43 C -2.216 4.962 -0.775  -0.089
44 C 2.863 -5.188 1.499  -0.218
45 C 3.785 -2.207 0.932  -0.351
46 C 2.530 -6.325 2.212  -0.145
47 C 5.009 -1.959 0.317  -0.083
48 C -3.510 0.641 -3.031  -0.119
49 C 3.275 -2.339 -2.487  -0.135
50 H 0.608 1.690 4.568  0.125
51 H 2.214 1.329 0.336  0.090
52 H -4.884 4.364 0.667  0.065
53 H -4.183 2.976 -4.303  0.083
54 H 5.158 -2.238 -0.718  0.094
55 H -1.023 1.647 -3.067  0.034
56 H 3.273 -1.300 -2.191  0.097
57 H 1.176 -0.154 -0.091  -0.008
58 H -3.673 0.593 -4.116  0.089
59 H 0.260 4.074 -0.156  0.082
60 H -0.230 3.096 -1.549  0.060
61 H -2.699 -0.052 -2.792  0.046
62 H -5.192 2.849 -2.860  0.057
63 H -4.420 0.291 -2.537  0.052
64 H -1.531 5.735 -0.402  0.084
65 H 2.123 0.799 4.847  0.120
66 H -5.408 4.030 -0.989  0.060
67 H -1.134 4.500 1.692  0.082
68 H -6.608 1.148 0.086  0.084
69 H -1.695 2.829 1.901  0.071
70 H 3.404 2.340 1.920  0.085
71 H -3.946 4.103 -2.961  0.068
72 H -3.963 2.499 2.183  0.052
73 H -5.655 1.998 2.073  0.084
74 H 2.660 -2.019 2.752  0.097
75 H -4.354 0.837 1.758  0.050
76 H 1.916 3.307 2.006  0.078
77 H -2.127 4.942 -1.863  0.061
78 H -6.441 3.581 0.375  0.083
79 H 2.489 -5.415 -1.309  0.097
80 H -2.865 4.157 1.737  0.062
81 H 7.003 -1.204 0.546  0.097
82 H -0.091 2.341 0.031  0.027
83 H 3.048 -6.014 -3.623  0.096
84 H -1.945 2.253 -4.429  0.090
85 H -3.236 5.272 -0.528  0.064
86 H -5.226 0.206 -0.491  0.068
87 H 4.520 -1.004 4.030  0.099
88 H 2.872 3.005 3.463  0.086
89 H 3.889 -1.904 -4.486  0.103
90 H 3.783 -4.270 -5.221  0.095
91 H -5.956 1.443 -1.529  0.061
92 H 6.692 -0.563 2.915  0.093
93 H -1.430 3.382 -3.175  0.060

Values from the calculation:
F_max: 1.59 eV Å⁻¹
Net charge: -1
Multiplicity: 1
E_HOMO: -0.1387 Eh
Orbital gap: 6.16 eV
Energy relative to the best compared isomer or geometry (same formula, charge and spin): 0.764 eV

Entry 2:
ORCA calculation (ωB97M-V/def2-TZVPD) on a 5-piece molecular cluster, C35H44F32NO7 overall.

Each line ends with the Löwdin charge.
Element x y z (Å)
1 F 5.189 5.651 7.973  0.094
2 F 1.775 6.843 -6.154  0.099
3 F 3.232 0.998 1.467  0.095
4 F -9.363 -9.452 1.797  0.135
5 F 0.732 6.340 -3.632  0.149
6 F -1.276 5.184 -7.311  0.088
7 F 7.488 0.632 5.222  0.146
8 F 4.728 0.867 5.042  0.105
9 F 5.527 -0.500 1.485  0.136
10 F -6.374 -6.042 0.649  0.133
11 F 7.767 5.877 7.158  0.102
12 F -3.243 5.367 -8.238  0.091
13 F -4.386 5.961 -5.852  0.107
14 F 6.856 1.538 1.584  0.075
15 F -4.453 -7.045 0.601  0.104
16 F 6.961 1.729 -1.234  0.139
17 F 6.572 1.613 6.924  0.137
18 F -8.595 -6.034 2.130  0.105
19 F 4.762 1.975 0.249  0.103
20 F -6.499 -6.578 3.431  0.076
21 F 8.608 2.552 0.773  0.096
22 F -0.213 7.425 -6.843  0.096
23 F -10.124 -7.177 3.187  0.089
24 F -2.843 7.374 -6.447  0.127
25 F 6.427 5.164 5.601  0.138
26 F -4.766 -5.435 2.767  0.105
27 F -0.095 5.092 -5.196  0.140
28 F 5.178 3.515 7.530  0.093
29 F 4.923 3.038 5.069  0.101
30 F -7.807 -8.620 3.057  0.137
31 F 3.926 -1.448 0.377  0.142
32 F 8.866 0.683 -1.181  0.105
33 O -1.706 -0.471 -3.929  0.173
34 O -1.296 6.773 -4.328  0.049
35 O 7.708 2.806 5.399  0.049
36 O 0.213 1.301 -0.663  0.106
37 O 5.566 -0.527 -0.757  0.060
38 O -2.865 1.012 -2.880  0.007
39 O -7.723 -8.366 0.830  0.048
40 N 1.192 -0.746 -0.613  0.056
41 C 0.358 0.439 1.517  0.003
42 C -3.041 6.109 -6.010  -0.442
43 C -5.642 -7.006 1.245  -0.458
44 C 8.008 3.658 6.488  -0.051
45 C -3.818 -3.583 -0.704  -0.275
46 C -4.027 -2.197 0.024  -0.213
47 C 7.985 1.351 0.864  -0.290
48 C 0.571 7.313 -5.751  -0.280
49 C -3.046 0.792 -0.408  -0.177
50 C -2.649 1.630 -1.607  -0.201
51 C 6.971 -0.543 -0.596  -0.047
52 C -0.046 6.354 -4.735  -0.540
53 C -0.542 1.497 -3.722  0.015
54 C 6.841 1.753 5.611  -0.530
55 C -8.527 -8.394 1.943  -0.542
56 C 5.570 1.891 4.775  -0.278
57 C 7.022 4.806 6.756  -0.444
58 C 0.569 0.410 -0.002  -0.528
59 C -2.305 -3.939 -0.780  -0.265
60 C 0.686 -3.159 -1.026  -0.207
61 C 5.979 4.555 7.843  -0.299
62 C -4.503 0.273 -0.417  -0.192
63 C -0.277 -3.247 -2.209  -0.242
64 C 3.960 0.892 0.330  -0.273
65 C -5.356 -6.647 2.703  -0.296
66 C 0.432 -1.960 -0.130  -0.206
67 C -6.312 -8.369 1.008  -0.040
68 C -2.409 5.944 -4.621  -0.042
69 C -4.569 -1.161 -0.974  -0.218
70 C -9.374 -7.127 2.056  -0.283
71 C -1.737 0.591 -3.505  -0.573
72 C 4.778 -0.395 0.367  -0.518
73 C -2.602 5.101 -7.071  -0.293
74 C -1.724 -2.977 -1.834  -0.348
75 C 7.674 0.823 -0.534  -0.443
76 H -10.036 -7.029 1.193  0.175
77 H 8.234 3.094 7.393  0.145
78 H -2.337 -0.006 -0.196  0.084
79 H 0.714 -4.096 -0.476  0.096
80 H -0.619 -1.738 0.027  0.080
81 H -3.948 -1.200 -1.867  0.093
82 H -1.630 1.978 -1.444  0.078
83 H 0.846 -2.200 0.859  0.113
84 H 8.647 0.670 1.407  0.175
85 H -2.971 1.470 0.449  0.114
86 H 7.338 -1.023 -1.502  0.151
87 H -5.925 -8.724 0.054  0.149
88 H 3.282 0.898 -0.528  0.172
89 H -4.684 -7.379 3.161  0.172
90 H -1.857 -3.659 0.197  0.009
91 H 0.337 0.940 -3.416  0.082
92 H -0.196 -4.248 -2.641  0.088
93 H -4.803 -2.371 0.778  0.092
94 H -2.851 4.080 -6.768  0.177
95 H 1.272 0.116 1.994  0.062
96 H -4.859 0.270 0.613  0.100
97 H -5.079 0.985 -1.011  0.101
98 H 8.946 4.133 6.205  0.148
99 H 7.278 -1.198 0.220  0.147
100 H 5.810 1.888 3.710  0.159
101 H -0.593 2.364 -3.068  0.059
102 H 6.456 4.362 8.808  0.173
103 H 2.089 -0.818 -0.143  0.053
104 H -3.170 6.259 -3.909  0.150
105 H 0.704 8.305 -5.313  0.175
106 H -5.999 -9.114 1.740  0.143
107 H -0.490 -0.202 1.742  0.083
108 H 1.702 -3.040 -1.423  0.096
109 H 0.132 1.456 1.815  0.083
110 H -2.210 4.899 -4.383  0.145
111 H -5.613 -1.396 -1.177  0.106
112 H 0.066 -2.570 -2.998  0.090
113 H -2.318 -3.084 -2.744  0.093
114 H -3.085 -1.897 0.473  0.076
115 H -4.229 -3.494 -1.710  0.079
116 H -4.305 -4.392 -0.161  0.045
117 H -0.433 1.743 -4.772  0.081
118 H -3.284 2.521 -1.591  0.120
119 H -1.797 -1.906 -1.538  0.066

Values from the calculation:
F_max: 5.76 eV Å⁻¹
Net charge: -1
Multiplicity: 1
E_HOMO: -0.0418 Eh
Orbital gap: 2.71 eV

What is the F_max in the second record? 5.76 eV Å⁻¹

Which value of multiplicity does entry 2 give? 1

Among the records above, which one has the highest orbital gap? C35H44Br2F4N4OPPdSi

net charge of number 1 (C35H44Br2F4N4OPPdSi)? -1